This record from OMol25 describes a 6-piece molecular cluster, C47H84N7O7PS overall in a non-equilibrium geometry. The level of theory is ωB97M-V/def2-TZVPD.

The geometry in ORCA input format:
```
! wB97M-V def2-TZVPD RIJCOSX def2/J DEFGRID3
* xyz 0 1
S -4.723 2.636 -6.957
P -5.127 2.761 -1.698
O -5.619 -6.790 -3.222
O -6.030 1.461 -2.503
O 8.264 6.023 5.413
O -4.570 2.037 -0.215
O -0.651 1.521 3.894
O 10.132 9.465 2.514
O 2.646 6.461 2.759
N -6.372 -5.033 -4.398
N -5.177 2.590 -5.265
N 3.960 6.559 4.576
N -0.345 3.693 3.415
N 9.379 11.222 1.338
N 8.371 5.440 3.248
N -3.003 2.935 -6.886
C 3.472 4.366 3.573
C -2.045 -7.464 -3.124
C 8.966 11.143 3.762
C -0.009 0.870 -6.528
C -1.066 2.537 3.341
C -0.603 -5.112 -3.322
C -2.359 2.558 2.575
C -0.766 3.565 -3.337
C 3.438 4.805 -0.816
C -3.850 -11.688 6.601
C -3.803 -7.872 -1.029
C 8.853 5.480 1.887
C -2.237 -7.582 -1.482
C -3.913 2.871 -4.484
C -0.168 -1.649 -5.735
C 3.321 5.862 3.593
C 0.648 3.932 -2.597
C 9.537 10.540 2.508
C 0.207 3.584 -6.019
C 0.253 -0.122 -5.207
C 0.545 4.657 -1.093
C -2.045 -5.869 -3.582
C -3.913 -7.463 0.570
C -0.658 4.979 2.841
C 2.159 3.701 -3.181
C 9.882 7.190 4.088
C 0.938 2.206 -6.510
C -4.442 -10.299 4.428
C -5.612 -9.388 3.721
C -4.139 -11.839 8.215
C -0.704 -2.625 -4.526
C -4.490 -10.237 6.088
C 4.791 6.046 5.639
C -4.205 -8.736 1.568
C 1.917 5.083 -0.238
C -6.214 -5.715 -3.228
C 8.786 6.185 4.312
C -4.887 -8.121 2.943
C -2.587 3.074 -5.425
C -3.606 3.017 -2.880
C -0.123 -4.177 -4.620
C -1.017 3.397 -4.949
C -2.081 3.361 -2.323
C -7.034 -3.768 -4.612
C 8.717 12.487 1.124
C -6.784 -5.112 -1.974
C 3.532 4.119 -2.324
H 9.226 4.486 1.631
H 1.922 1.925 -5.936
H -6.149 -10.023 2.869
H 7.908 12.329 0.407
H -4.164 -8.960 -1.263
H -2.171 2.818 1.530
H -5.737 -7.343 2.682
H 7.631 4.787 3.480
H 4.346 6.344 6.591
H -4.930 -9.537 1.080
H 0.359 0.216 -7.457
H -1.060 -1.569 -6.514
H -5.225 -12.219 8.467
H -5.610 -10.182 6.453
H 9.432 12.112 3.957
H 1.270 2.391 -7.642
H -3.556 2.125 -0.218
H 10.102 7.705 5.028
H -0.439 0.142 -4.300
H 9.444 13.182 0.696
H -2.877 -5.352 -2.904
H -1.101 -8.056 -3.512
H -1.892 -2.731 -4.571
H 0.157 5.257 2.168
H -6.306 -3.074 -5.040
H 4.599 3.927 -2.774
H 9.790 10.751 0.540
H -2.817 1.565 2.606
H 2.905 3.954 2.733
H 1.064 -4.208 -4.591
H -0.457 -2.247 -3.446
H -1.600 4.972 2.289
H -0.271 4.076 -6.994
H 0.239 -5.859 -2.994
H 2.323 3.231 -4.239
H -2.997 -7.976 -3.601
H -1.532 -8.404 -1.019
H -4.504 -7.100 -1.605
H -6.578 -5.772 -1.126
H -2.687 -11.589 6.444
H -0.775 -4.364 -2.420
H -1.996 3.473 -1.140
H -1.149 1.063 -6.710
H 10.790 6.685 3.751
H -7.868 -5.003 -2.070
H -5.960 -5.504 -5.196
H -3.377 -9.943 4.095
H -3.052 3.272 3.027
H 9.647 6.215 1.747
H -3.381 -12.561 8.741
H 4.523 4.098 3.445
H 0.991 4.375 -5.624
H 0.512 3.597 3.949
H 8.009 5.725 1.237
H 3.809 7.560 4.521
H -0.476 -4.750 -5.583
H 3.078 3.938 4.498
H -4.312 -12.582 5.966
H 4.888 4.959 5.606
H -5.847 0.601 -1.997
H -3.166 -9.194 1.874
H -4.533 -11.432 4.120
H -3.875 -9.306 6.472
H 9.563 7.935 3.354
H -4.046 -7.664 3.642
H -0.717 5.708 3.653
H 0.740 -2.212 -6.250
H -1.907 -6.546 -1.011
H 8.311 12.907 2.046
H -2.947 -6.870 0.880
H 1.399 -0.148 -4.950
H 9.172 10.483 4.610
H -6.318 -4.143 -1.779
H 1.866 5.610 0.832
H -7.843 -3.926 -5.329
H 4.428 5.080 -0.217
H -0.471 4.918 -0.561
H 7.883 11.252 3.666
H -2.368 -5.794 -4.708
H -7.440 -3.348 -3.690
H 5.780 6.502 5.546
H -4.830 -6.716 0.682
H -4.074 -10.738 8.662
H -6.457 -9.064 4.467
*
```

Calculated values
* Kohn-Sham gap: 6.382 eV
* HOMO level: -8.12 eV
* F_max: 5.790 eV Å⁻¹
* total energy: -94965.5170 eV
* SMILES: CCCCCCCCCCCCCCCCCCCCc1c(-c2ccccc2)cc(P(O)O)c2nsnc12.CNC(C)=O.CNC(C)=O.CNC(C)=O.CNC(C)=O.CNC(C)=O

Mulliken population analysis, charges in e, atoms 1 to 2: 0.18, 0.26